# 1
DFT (wB97M-V/def2-TZVPD) results for a molecular structure, C25H24MnN6 in a non-equilibrium geometry.

Results
- LUMO (alpha / beta) (eV) = -5.887 / -6.108
- DFT total energy (eV) = -66563.411
- HOMO-LUMO gap (alpha / beta) (eV) = 9.1 / 9.5
- charge = +2
- multiplicity = 6
- expectation value of S² = 8.76

```
56
C25H24MnN6 (wB97M-V/def2-TZVPD)
Mn 0.251 -0.366 -0.112
C -1.537 2.038 -1.115
C -0.240 2.419 -1.822
C 0.628 1.250 -2.224
C 1.905 1.458 -2.746
C 2.628 0.384 -3.233
C 2.054 -0.884 -3.221
C 0.795 -1.028 -2.674
N 0.105 0.012 -2.157
N -1.327 1.306 0.151
C -0.839 2.179 1.229
C -0.121 1.390 2.306
C 0.356 2.007 3.455
C 0.987 1.236 4.417
C 1.108 -0.134 4.215
C 0.616 -0.668 3.042
N 0.024 0.078 2.101
C -2.570 0.620 0.575
C -2.663 -0.850 0.219
C -3.909 -1.448 0.104
C -3.997 -2.813 -0.113
C -2.827 -3.553 -0.215
C -1.623 -2.888 -0.110
N -1.537 -1.567 0.105
H -2.118 1.392 -1.772
H -2.122 2.947 -0.936
H 0.349 3.123 -1.230
H -0.507 2.950 -2.739
H 2.306 2.463 -2.783
H 3.618 0.532 -3.645
H 2.566 -1.736 -3.647
H 0.279 -1.982 -2.678
H -1.666 2.733 1.685
H -0.150 2.918 0.819
H 0.224 3.072 3.594
H 1.367 1.697 5.318
H 1.568 -0.772 4.956
H 0.677 -1.732 2.840
H -3.440 1.137 0.165
H -2.648 0.680 1.663
H -4.804 -0.845 0.189
H -4.962 -3.291 -0.205
H -2.849 -4.621 -0.377
H -0.685 -3.425 -0.193
N 5.514 -3.587 -0.590
C 5.054 -2.566 -0.337
C 4.446 -1.302 -0.051
C 5.195 -0.129 0.022
C 4.534 1.060 0.289
C 3.160 1.045 0.443
N 2.433 -0.077 0.376
C 3.073 -1.230 0.149
H 6.266 -0.154 -0.124
H 5.080 1.988 0.380
H 2.618 1.961 0.649
H 2.479 -2.138 0.145
```

# 2
DFT (wB97M-V/def2-TZVPD) results for 4 unconnected molecules or ions with the total composition C13H26NO5S3.

Results
- LUMO (eV) = -3.812
- DFT total energy (eV) = -58128.029
- HOMO-LUMO gap (eV) = 7.2
- charge = +1

```
48
C13H26NO5S3 (wB97M-V/def2-TZVPD)
O 3.843 4.980 -0.733
C 3.215 4.280 -1.440
O 3.202 2.914 -1.337
C 2.215 4.799 -2.451
C 0.837 4.538 -1.895
C 0.145 5.490 -1.169
C -1.107 5.184 -0.657
C -1.635 3.926 -0.865
C -0.924 2.999 -1.589
N 0.287 3.320 -2.082
H 3.873 2.534 -1.920
H 2.322 4.253 -3.385
H 2.349 5.859 -2.610
H 0.603 6.452 -1.019
H -1.652 5.931 -0.105
H -2.596 3.633 -0.477
H -1.293 2.007 -1.791
H 0.826 2.635 -2.594
C -0.615 -1.018 -0.194
S -2.247 -0.845 -0.906
O -2.496 0.630 -1.073
C -3.140 -1.359 0.554
H 0.117 -0.707 -0.933
H -0.539 -0.397 0.701
H -0.447 -2.063 0.056
H -2.881 -0.708 1.389
H -2.871 -2.390 0.785
H -4.207 -1.291 0.349
C -2.570 -1.395 4.270
S -1.324 -2.690 4.211
O -1.217 -3.120 2.788
C -2.307 -3.925 5.066
H -2.174 -0.526 3.748
H -3.481 -1.740 3.781
H -2.770 -1.134 5.309
H -3.232 -4.102 4.517
H -2.521 -3.578 6.077
H -1.724 -4.842 5.111
C 2.353 -4.970 -2.354
S 1.936 -3.633 -1.234
O 1.165 -2.632 -2.027
C 3.607 -2.995 -1.068
H 1.431 -5.481 -2.622
H 2.823 -4.564 -3.250
H 3.024 -5.666 -1.851
H 3.993 -2.724 -2.050
H 4.238 -3.753 -0.605
H 3.567 -2.116 -0.429
```

# 3
DFT (wB97M-V/def2-TZVPD) results for a molecular structure, B4F16MnN2O6 in a non-equilibrium geometry.

Results
- LUMO (alpha / beta) (eV) = 9.520 / 9.520
- energy relative to the best compared isomer or geometry (same formula, charge and spin) (kcal/mol) = 0.0
- DFT total energy (eV) = -92788.026
- HOMO-LUMO gap (alpha / beta) (eV) = 7.6 / 7.7
- charge = -4
- multiplicity = 6
- expectation value of S² = 8.75

```
29
B4F16MnN2O6 (wB97M-V/def2-TZVPD)
Mn 0.069 0.220 0.089
N -3.043 -0.382 1.274
O -3.622 -0.056 2.334
O -1.821 -0.098 1.149
O -3.676 -0.856 0.324
N 3.032 -0.468 -1.411
O 3.348 0.051 -2.501
O 3.814 -1.232 -0.825
O 1.903 -0.225 -0.914
B -0.464 -3.259 -0.220
F 0.039 -2.005 0.244
F -1.433 -3.734 0.700
F -0.989 -3.179 -1.503
F 0.615 -4.206 -0.228
B -0.324 3.033 0.312
F -0.538 2.668 1.638
F -1.416 2.708 -0.483
F -0.046 4.414 0.214
F 0.814 2.267 -0.153
B -1.298 0.487 -3.097
F -1.123 -0.638 -3.921
F -0.911 0.189 -1.728
F -0.503 1.539 -3.568
F -2.664 0.844 -3.107
B 2.052 0.395 3.073
F 1.093 -0.011 2.075
F 2.170 -0.648 4.030
F 3.296 0.626 2.463
F 1.622 1.556 3.740
```